Below is a 13-piece molecular cluster, C36H62Br16O15 overall, with properties calculated with the ωB97M-V functional and the def2-TZVPD basis.

Properties
E_LUMO ... -0.19 eV
Kohn-Sham gap ... 0.3670 hartree
Molecular weight ... 2013.34 g mol⁻¹

Structure (XYZ):
```
129
Properties=species:S:1:pos:R:3:forces:R:3
Br 5.7607 0.9067 -5.9047 0.325 0.577 -0.259
Br -0.5689 9.4372 -4.2979 -0.233 0.014 0.344
Br -3.9882 11.5743 -6.6982 0.464 -0.189 0.273
Br 6.8809 -5.5095 6.4512 -0.236 -1.319 -0.478
Br 4.3343 -9.3210 5.4792 0.175 0.696 -0.395
Br -2.5170 -6.7545 2.7371 0.184 -1.111 -0.868
Br -2.3335 -9.3070 -8.3925 0.429 0.297 -0.199
Br 9.8093 -2.8358 0.3973 -0.431 0.250 -0.305
Br -7.5523 6.2769 5.5171 -0.042 0.351 -0.015
Br -5.1296 8.3041 2.2244 -0.109 0.151 -0.444
Br -3.8625 -6.3440 -0.5312 0.407 -1.445 0.478
Br -7.6403 -1.4978 -6.1546 0.027 0.700 0.179
Br -7.7744 2.4933 -3.7602 -0.178 -0.250 -0.045
Br 5.1774 5.0317 -8.0172 0.074 -0.492 1.088
Br 6.6923 0.5960 0.3377 -0.099 -0.909 0.069
Br -1.8894 -4.6525 -8.4791 -0.561 -1.200 0.015
O 0.8313 1.7234 7.1813 -1.068 0.583 0.412
O -0.6615 0.0892 0.2497 0.111 -0.549 3.394
O -8.4248 -2.6025 4.3779 -0.378 -0.626 0.310
O 5.2263 9.8876 2.4222 0.436 -0.951 0.410
O 6.0078 -9.0004 -6.0145 -0.919 -0.960 -0.018
O -10.4390 -3.6933 4.4800 2.401 2.496 0.928
O -1.4302 1.5467 7.5513 0.450 0.650 -0.172
O -10.0553 -1.7490 5.5948 -1.325 -0.570 0.029
O -0.0951 -0.1676 7.7761 -0.522 -1.536 0.885
O 7.4011 -7.2428 -5.9758 -2.453 -2.125 2.340
O 6.3445 11.8456 2.2212 -2.998 -2.395 -0.263
O 0.4151 -1.0693 -1.1951 1.514 -1.053 -0.019
O 5.9650 -7.7031 -4.2109 0.339 -1.046 0.116
O 0.9138 -1.5321 0.9663 -2.622 2.506 -2.052
O 4.0812 11.7376 2.2765 0.234 1.868 -0.230
C 4.9855 -9.5839 -5.1756 0.700 -0.770 -0.497
C -2.6432 -6.5431 -8.2953 1.941 0.320 0.198
C 0.2606 -0.8906 0.1360 1.614 -1.239 0.078
C -3.3659 -8.1423 0.2495 0.159 0.209 0.962
C -0.3901 -0.2391 -1.9806 -0.458 0.581 -0.009
C 3.8408 9.5912 2.3352 0.019 -2.394 -0.046
C -6.6846 7.4959 3.0618 0.299 0.487 1.394
C -2.7937 11.0817 -5.2081 0.359 0.247 0.128
C -1.9995 9.8192 -5.5410 -0.823 0.309 -0.562
C 3.6525 8.3711 3.1699 -0.668 -0.135 -0.606
C 1.8654 0.7475 7.0721 0.470 1.041 0.142
C -6.2418 7.3555 4.5340 0.204 -1.261 -0.425
C -1.5623 -7.5349 -8.7606 -0.524 0.559 -0.649
C -2.1493 -8.0489 1.2168 -0.235 1.382 -0.512
C 5.3703 3.7301 -6.4630 0.379 -0.041 -1.177
C 8.8080 -1.1914 -0.0118 0.213 0.313 0.329
C 6.5509 -7.9507 -5.4113 2.126 2.897 -1.865
C 5.7522 2.4351 -7.1702 -1.074 -0.238 0.080
C 7.3396 -1.2767 0.4175 0.845 -0.096 -0.511
C -7.4570 0.4224 -5.6635 -0.462 -0.283 -0.080
C 4.9223 -7.4045 5.3968 -0.145 -0.596 0.740
C 1.2701 -0.4312 7.7756 0.892 -1.501 -0.665
C -7.4240 -0.5011 3.8282 0.154 -1.007 0.866
C 3.5936 -7.9012 -3.9053 -0.472 0.915 -0.565
C -0.3279 1.0927 7.5114 -0.756 1.251 -0.291
C -7.8936 -1.4368 4.9827 1.416 1.197 -1.326
C -9.6752 -2.7775 4.7987 -2.783 -2.068 -0.921
C -0.8846 2.1918 -0.9579 -1.164 -1.364 -0.040
C 3.1426 1.2699 7.7285 -0.367 -0.136 -1.258
C 5.3136 11.1488 2.2638 3.520 5.656 0.520
C 6.3547 -7.4168 5.9616 -0.650 0.840 -0.165
C -1.1737 0.5873 -0.9381 1.013 1.540 -1.647
C -8.1715 0.6703 -4.3401 0.441 -0.582 0.038
C -9.0377 -0.8183 5.8000 1.203 -0.168 -0.296
C 3.0892 10.8467 2.6997 0.184 -0.913 -0.214
C 4.9131 -8.6881 -4.0007 -1.862 1.966 1.120
H 3.9013 0.5227 7.4957 0.275 0.034 0.504
H 1.7007 -0.6010 8.7625 -0.353 0.142 0.236
H 5.3276 -10.5607 -4.8336 -0.011 -0.156 -0.486
H 8.8403 -0.9576 -1.0760 0.135 -0.495 -0.014
H 0.0632 2.4778 -0.5020 0.033 -0.570 0.131
H -2.7370 9.0173 -5.5752 0.525 -0.347 0.057
H -3.2315 -8.8592 -0.5606 0.496 0.416 -0.186
H 7.1395 -1.7401 1.3836 0.236 0.568 0.105
H -2.7333 -6.6972 -7.2200 -0.652 0.325 -0.242
H -1.7643 -8.9817 1.6287 -0.699 -0.067 0.124
H 3.4793 -7.1970 -3.0812 0.596 -0.364 0.458
H 1.3969 -1.3327 7.1762 0.250 -0.144 0.214
H -7.9066 0.9978 -6.4728 0.051 -0.156 0.068
H 2.6700 -8.4801 -3.9068 0.286 -0.601 0.086
H 3.4764 -7.2251 -4.7522 0.262 -0.147 -0.450
H 4.7869 -7.0009 4.3934 0.484 -0.439 -0.062
H -3.5492 -6.6131 -8.8972 0.147 0.129 0.369
H -9.2494 0.5096 -4.3608 0.102 0.376 -0.374
H 4.9422 -9.2788 -3.0851 1.083 0.366 0.221
H -0.8961 2.6653 -1.9397 -0.067 -0.537 -0.319
H 4.0130 -9.6664 -5.6609 0.323 0.027 -0.458
H 2.1370 10.9767 2.1856 0.321 0.049 -0.528
H 3.0017 1.4600 8.7925 0.058 -0.269 -0.063
H -8.8584 -0.7129 6.8699 0.153 -0.054 -0.076
H 2.6798 8.0637 2.7858 -0.256 -0.833 0.908
H -6.5645 -0.9617 3.3411 0.234 0.213 0.185
H -4.2297 -8.5349 0.7861 -0.122 0.533 0.062
H -5.9984 8.2631 5.0864 -0.590 0.112 -0.335
H 0.1726 0.4434 -2.6175 0.358 -0.440 -0.134
H -9.2333 0.1612 5.3637 -0.612 -0.026 0.123
H -6.8937 6.5478 2.5665 0.126 0.140 0.248
H 6.4558 -8.0050 6.8736 -0.252 0.338 -0.043
H -2.1985 0.2481 -1.0889 -0.354 0.884 0.647
H -1.4667 9.8852 -6.4896 -0.398 0.152 0.024
H -1.2948 -7.5877 0.7216 -0.191 0.089 -0.060
H -8.1615 -0.4195 3.0297 -0.355 0.332 0.387
H 1.9196 0.5686 5.9983 0.676 -0.135 -0.012
H 9.4061 -0.4113 0.4591 -0.417 -0.100 0.322
H 6.6567 2.4838 -7.7766 0.100 -0.074 0.544
H -1.6841 2.6962 -0.4151 0.064 -0.098 0.231
H 3.7640 9.3419 1.2768 -0.833 0.005 -0.111
H 4.3950 3.6577 -5.9816 0.234 0.133 -0.087
H -7.1597 0.4394 4.3117 0.077 0.210 -0.504
H 3.4525 2.1958 7.2439 -0.016 0.016 0.046
H -0.5748 -7.4399 -8.3089 -0.440 -0.050 0.563
H -7.8075 -0.0184 -3.5777 0.234 0.277 0.021
H -5.3448 6.7384 4.5862 -0.070 0.055 -0.135
H -1.3680 -7.4171 -9.8266 -0.338 -0.374 -0.051
H -7.5403 8.1685 3.0021 0.183 -0.042 -0.290
H 7.0399 -7.8361 5.2249 0.108 0.479 0.047
H 4.9286 2.1628 -7.8303 0.187 0.057 -0.036
H 6.1488 4.1078 -5.8002 -0.226 0.077 -0.148
H -2.1312 11.9219 -4.9997 -0.180 0.032 -0.228
H -7.0090 -1.7420 5.5417 -0.174 0.076 0.299
H -6.3869 0.6271 -5.6320 -0.212 -0.085 0.194
H 3.7103 8.5785 4.2385 -0.361 0.000 -0.078
H -3.4805 10.9651 -4.3698 0.288 -0.219 -0.032
H 2.8189 10.9379 3.7518 0.588 0.070 0.327
H 4.4119 7.6284 2.9253 -0.189 -0.027 -0.091
H -1.0323 -0.9066 -2.5552 -0.027 0.329 -0.248
H 6.8645 -1.9139 -0.3285 -0.490 0.471 0.003
H 4.1564 -6.9089 5.9934 0.511 0.008 0.351
```
Positions in Å, forces in eV/Å.